# 1
Below is a structure of composition C19H63BBr2F7N2O26S2, with properties calculated with the ωB97M-V functional and the def2-TZVPD basis.

```
122
C19H63BBr2F7N2O26S2 | OMol25 | the ωB97M-V functional and the def2-TZVPD basis
C 3.29788 3.25589 0.99367
C 2.88594 1.95794 0.21797
C 1.40159 2.02519 -0.30230
N 0.93195 0.67560 -0.79973
C 0.60739 -0.40686 0.24290
S 0.63861 0.13756 2.02259
B 1.75911 -1.60569 0.33678
C 2.55697 -2.22731 -0.90875
O 2.06501 -2.16291 1.57123
C -0.84431 -0.89710 -0.16569
S -0.60077 -2.75976 0.03608
C -2.10505 -0.66821 0.77269
Br -3.24805 -2.21401 1.24651
C -2.58199 0.48617 1.28043
C -1.92472 1.83292 0.98906
Br -4.18978 0.56481 2.39344
C -0.99609 -0.54724 -1.75276
C -1.04656 -1.78053 -2.68445
C -1.08836 -1.42424 -4.21331
F 0.14510 -1.67005 -4.81181
O -2.21134 0.25501 -1.75037
C -3.29047 -0.34972 -2.19407
N -4.18717 -0.99462 -2.39482
C 0.12032 0.57100 -2.07601
O 1.15471 0.08385 -2.93556
C -0.36569 1.81510 -2.94388
O -0.16273 1.67780 -4.08294
C -1.13290 3.15068 -2.67516
F -1.68976 3.56183 -3.84285
F -2.25940 3.04232 -1.89448
C -0.41045 4.43927 -2.14447
F -0.31534 4.48830 -0.78760
F -1.31783 5.43468 -2.38858
C 0.94169 4.94881 -2.76834
F 0.72430 6.08017 -3.45732
F 1.76047 5.34285 -1.72657
C 1.79713 4.03476 -3.68458
O 1.57434 3.99724 -4.82973
O 2.83166 3.27830 -3.21602
H 4.11665 3.79098 0.47069
H 3.73065 2.96849 1.97534
H 2.40395 3.89014 1.14100
H 3.11373 1.02183 0.76078
H 3.50139 1.92562 -0.71606
H 0.71082 2.49321 0.41675
H 1.49309 2.73667 -1.15210
H 1.87317 0.33657 -1.05334
H 1.93386 0.27574 2.42251
H 1.83618 -2.82683 -1.51362
H 3.00913 -1.48379 -1.60669
H 3.33703 -2.93878 -0.57548
H 3.00887 -2.40844 1.54868
H -0.47300 -3.03459 1.36355
H -1.35381 2.25027 1.84740
H -1.28224 1.71121 0.09833
H -2.71441 2.57446 0.74657
H -0.05878 -2.29172 -2.56951
H -1.79930 -2.53456 -2.39984
H -1.80282 -2.13594 -4.67708
H -1.48525 -0.41387 -4.41692
H 1.35130 -0.85109 -2.75336
H 3.08976 3.56178 -2.31527
O 4.57611 -4.90445 0.10276
H 4.88506 -5.05443 1.00319
H 4.80292 -5.72039 -0.35890
O -4.29234 4.47438 -0.11672
H -3.84702 3.93145 -0.77419
H -3.96695 5.36640 -0.28946
O 6.52226 -6.34099 2.11572
H 7.16597 -6.48861 1.41314
H 6.85313 -6.87473 2.84495
O 2.76365 -1.54905 -5.88392
H 1.82089 -1.67572 -5.72764
H 2.94208 -2.04950 -6.68777
O 0.03961 0.12882 5.31482
H 0.51257 0.12985 4.47461
H 0.34335 -0.67272 5.75589
O -4.58299 -4.13718 2.96775
H -4.18581 -4.25913 3.83781
H -5.30044 -3.50859 3.12069
O 4.80560 -2.99662 2.53546
H 5.42133 -3.71003 2.32152
H 4.38208 -3.29354 3.35193
O 9.30661 -7.01579 2.02037
H 9.94693 -7.16266 1.31444
H 9.63842 -7.54999 2.75132
O 2.83194 -7.19243 -1.10595
H 3.42469 -6.94481 -1.82450
H 2.77723 -6.39955 -0.55820
O -7.00386 -3.35473 1.35280
H -6.90308 -4.28312 1.10376
H -6.94619 -2.87924 0.51510
O -9.39970 -5.10954 0.99263
H -9.10813 -4.25338 1.33020
H -10.32185 -4.96686 0.75173
O -8.98837 -1.81990 3.28331
H -8.33815 -2.37279 2.83238
H -9.73681 -2.40742 3.43545
O -5.44571 4.92438 2.76988
H -4.96038 4.94291 1.93681
H -5.11816 4.12837 3.20767
O -2.93301 5.60866 4.10725
H -2.67166 6.46981 4.45357
H -3.85716 5.72787 3.85528
O -5.95355 7.48668 4.34941
H -5.81278 6.56586 4.09452
H -5.90645 7.97011 3.51768
O 2.55277 1.80077 -7.39464
H 3.04141 2.44571 -6.87201
H 1.89592 1.45299 -6.78156
O -2.12093 -5.96733 -0.43492
H -1.85807 -5.10918 -0.08423
H -3.04841 -5.85189 -0.67075
O -0.03677 3.97290 3.82123
H 0.36729 3.85585 4.68822
H -0.76140 4.58985 3.98050
O 4.70204 -0.48996 4.29605
H 5.00360 -0.61146 5.20338
H 4.94940 -1.30956 3.84865
O 5.09405 4.64802 -2.22308
H 6.05076 4.75166 -2.16315
H 4.92283 4.60705 -3.17185
```

Properties
LUMO   -3.9 eV
E_tot   -9495.41019 Eh
Maximum force   4.45 eV/Å
Kohn-Sham gap   7.64 eV
Total charge   +1
Highest occupied orbital energy   -11.505 eV

---

# 2
Below is an isolated molecule of C5H11F2N, with properties calculated with the ωB97M-V functional and the def2-TZVPD basis.

```
19
C5H11F2N | OMol25 | the ωB97M-V functional and the def2-TZVPD basis
C -1.96397 -0.04890 0.09486
C -0.57406 0.46285 -0.27886
C -0.15338 1.56601 0.66064
C 1.52204 -0.32331 -1.23936
C 0.70867 -1.46477 0.71083
H -2.49073 -0.16633 -0.84933
H -1.83396 -1.02877 0.55958
H -2.53516 0.69201 0.73224
H -0.62480 0.91914 -1.25776
H -0.08671 1.24014 1.67397
H 1.29635 -0.58339 -2.28933
H 2.39106 -0.86257 -0.94518
H 1.75007 0.75006 -1.20998
H 1.35214 -0.93250 1.41608
H 1.18820 -2.42598 0.42482
H -0.14923 -1.72454 1.35066
N 0.33287 -0.73995 -0.47936
F 0.98964 2.22602 0.34311
F -1.11905 2.44477 0.58238
```

Properties
Energy above the lowest of the compared OMol25 structures with the same formula, charge and spin   1.381 eV
LUMO   1.1 eV
E_tot   -451.56221 Eh
SMILES string   C[C@@H](C(F)F)N(C)C
Maximum force   3.03 eV/Å
Kohn-Sham gap   9.79 eV
Highest occupied orbital energy   -8.723 eV

---

# 3
Below is a cluster of 14 separate species, C3H34O13S in total, with properties calculated with the ωB97M-V functional and the def2-TZVPD basis.

```
51
C3H34O13S | OMol25 | the ωB97M-V functional and the def2-TZVPD basis
C -0.84070 0.46481 0.68414
C 0.64178 0.16548 0.69604
S 1.26721 0.08601 -1.02013
C 2.90182 0.85207 -0.87054
H -1.13818 0.84495 1.66413
H -1.41034 -0.44653 0.50223
H -1.20689 1.21550 -0.01437
H 0.94890 -0.78452 1.13569
H 1.20725 0.94411 1.19483
H 3.65408 0.20633 -0.41369
H 3.22902 1.39141 -1.75146
H 2.87733 1.57453 -0.03567
H -0.51971 -0.76848 4.31486
H -0.49962 -2.20780 4.50414
O -0.01791 -1.42916 4.81361
H -3.58236 1.85777 -0.95099
H -2.49562 2.42540 -1.75272
O -3.43109 2.19056 -1.84707
H -2.09669 -0.95703 2.07302
H -1.60047 -2.34335 2.15117
O -1.84053 -1.61227 2.73472
H 0.17487 -2.64818 -1.96315
H 0.87554 -3.85166 -2.36753
O 0.05330 -3.61215 -1.91504
H 0.71612 1.64816 -3.66183
H 1.63183 2.85948 -3.45843
O 0.71755 2.57072 -3.37450
H 2.06080 2.62259 1.88424
H 3.12664 1.92710 2.76101
O 3.01251 2.54000 2.02867
H 0.71581 -3.17632 1.42456
H 0.45550 -3.91154 0.02790
O 0.05703 -3.59303 0.85519
H -0.01207 4.02117 2.10880
H -0.09462 3.55493 0.66133
O -0.23001 3.24607 1.57996
H -2.95798 -0.18697 -2.69509
H -2.26121 -1.27851 -1.74993
O -2.45249 -1.00623 -2.66770
H 2.51857 -2.63918 3.33860
H 1.29567 -1.78087 3.60102
O 2.02559 -1.90566 2.95415
H -0.86603 -0.87467 -3.57073
H -0.49305 -1.64110 -4.81937
O -0.08720 -1.23581 -4.04652
H -0.30588 4.76442 -1.72153
H 0.19657 3.32390 -1.59424
O -0.16815 4.06297 -1.07973
H -1.16193 -2.53728 0.17398
H -2.58699 -2.82523 -0.39753
O -2.00357 -2.10687 -0.12851
```

Properties
Energy above the lowest of the compared OMol25 structures with the same formula, charge and spin   0.000 eV
LUMO   0.3 eV
E_tot   -1511.00850 Eh
Maximum force   2.04 eV/Å
Kohn-Sham gap   8.64 eV
Highest occupied orbital energy   -8.386 eV

---

- The lowest Kohn-Sham gap belongs to which entry?
  C19H63BBr2F7N2O26S2